(1)
Formula: C38H53GeN3ORuSbSi3
Source: the OMol25 dataset
Level of theory: the ωB97M-V functional and the def2-TZVPD basis

Structure (XYZ):
```
101
C38H53GeN3ORuSbSi3 the ωB97M-V functional and the def2-TZVPD basis
Ru -0.2397 -0.0921 0.8361
N -1.1107 -0.9673 4.4979
C -2.0603 -0.2272 3.8118
C -3.2858 0.0368 4.4181
C -4.1616 0.8823 3.7617
C -3.8177 1.3994 2.5246
C -2.6285 0.9778 1.9310
N -1.7654 0.2071 2.5979
C 0.2383 -1.1042 4.2369
C 1.0072 -1.7374 5.2263
C 2.3558 -1.9088 5.0334
C 2.9214 -1.4200 3.8631
C 2.0949 -0.7992 2.9535
N 0.7679 -0.6463 3.1032
H -1.3963 -1.2789 5.4095
H -3.5254 -0.3905 5.3835
H -5.1239 1.1134 4.2003
H -4.4794 2.0632 1.9867
H -2.4108 2.2961 0.2858
H 0.5298 -2.0768 6.1375
H 2.9577 -2.4060 5.7833
H 3.9794 -1.5150 3.6561
H 2.5194 -0.3822 2.0504
C -2.1705 1.2675 0.5661
Ge -3.1049 0.1359 -0.7375
C -3.2771 -1.7123 -0.0842
C -2.1644 -2.3528 0.4526
C -2.2288 -3.6555 0.9259
C -3.4243 -4.3580 0.8310
C -4.5424 -3.7442 0.2803
C -4.4748 -2.4248 -0.1546
C -2.1105 0.0210 -2.4486
C -2.4240 0.8863 -3.4990
C -1.7848 0.7892 -4.7310
C -0.8379 -0.2023 -4.9387
C -0.5084 -1.0682 -3.9030
C -1.1217 -0.9440 -2.6635
C -4.8653 0.7477 -1.3834
C -5.4641 0.0701 -2.4492
C -6.6599 0.5145 -2.9960
C -7.2781 1.6502 -2.4855
C -6.6938 2.3377 -1.4316
C -5.4939 1.8888 -0.8899
H -1.2028 -1.8052 0.4747
H -1.3514 -4.1270 1.3543
H -3.4817 -5.3826 1.1781
H -5.4673 -4.2991 0.1785
H -5.3557 -1.9446 -0.5655
H -3.1901 1.6415 -3.3538
H -2.0309 1.4808 -5.5274
H -0.3480 -0.2944 -5.9002
H 0.2345 -1.8397 -4.0653
H -0.8470 -1.6144 -1.8583
H -4.9782 -0.8077 -2.8632
H -7.1060 -0.0176 -3.8275
H -8.2075 2.0011 -2.9163
H -7.1699 3.2280 -1.0389
H -5.0377 2.4442 -0.0782
O -0.3489 2.6894 -1.2885
H -1.0430 2.2563 -1.7986
H -0.5455 2.4593 -0.3637
C 4.5192 1.6292 3.9841
Si 4.3291 1.7459 2.1206
C 5.9831 1.3283 1.3342
C 3.7337 3.4640 1.6659
Sb 1.7515 0.4429 -0.6524
Si 2.9661 1.8049 -2.4284
C 4.8203 1.5167 -2.3764
C 2.6174 3.6256 -2.1695
C 2.3737 1.3202 -4.1422
Si 2.7331 -1.9461 -0.8760
C 1.8936 -2.9161 0.5241
C 4.6075 -2.0750 -0.7347
C 2.2635 -2.9258 -2.4203
H 5.1070 2.4839 4.3348
H 5.0375 0.7163 4.2823
H 3.5580 1.6473 4.5016
H 6.8041 1.8002 1.8872
H 6.0247 1.6731 0.3024
H 6.1658 0.2520 1.3274
H 4.2099 4.2271 2.2934
H 2.6537 3.5529 1.7907
H 3.9650 3.6850 0.6235
H 5.2791 2.0827 -1.5652
H 5.2699 1.8468 -3.3172
H 5.0673 0.4640 -2.2327
H 3.2266 4.0353 -1.3616
H 1.5682 3.7748 -1.9116
H 2.8335 4.1905 -3.0811
H 2.6275 0.2828 -4.3757
H 2.8522 1.9663 -4.8843
H 1.2917 1.4362 -4.2281
H 2.5190 -3.0128 1.4140
H 1.6113 -3.9196 0.1963
H 0.9765 -2.3995 0.8292
H 4.9825 -1.5847 0.1666
H 5.0860 -1.6020 -1.5951
H 4.9245 -3.1223 -0.7183
H 1.1907 -3.1331 -2.4398
H 2.7864 -3.8866 -2.4098
H 2.5300 -2.4109 -3.3472
```

Computed properties:
**Lowest unoccupied orbital energy (alpha / beta)**: -1.004 / -0.981 eV
**HOMO level (alpha / beta)**: -6.01 / -5.78 eV
**Multiplicity**: 2
**Gap between HOMO and LUMO (alpha / beta)**: 5.01 / 4.80 eV

Results of the Mulliken charge analysis, in e, for atoms 1 through 6: atom 1 (Ru): -1.18, atom 2 (N): -0.03, atom 3 (C): 0.38, atom 4 (C): -0.97, atom 5 (C): -0.71, atom 6 (C): -0.78

=====

(2)
Formula: C38H53N2O4P2PdSSi
Source: the OMol25 dataset
Level of theory: the ωB97M-V functional and the def2-TZVPD basis

Structure (XYZ):
```
102
C38H53N2O4P2PdSSi the ωB97M-V functional and the def2-TZVPD basis
Pd 0.1395 0.5782 -0.3330
N 0.7089 3.5198 0.0786
P 0.5574 2.3198 1.3044
C -0.4499 3.0463 2.6079
C -1.3987 4.0355 2.3640
C -2.1458 4.5512 3.4116
C -1.9626 4.0705 4.6997
C -1.0308 3.0712 4.9446
C -0.2748 2.5602 3.9030
C 2.2509 2.2677 1.9448
C 2.7526 1.0544 2.3980
C 4.0714 0.9526 2.8177
C 4.8921 2.0695 2.7785
C 4.3938 3.2874 2.3293
C 3.0771 3.3903 1.9129
P 1.1160 2.5345 -1.2849
C 2.8819 2.8156 -1.5130
C 3.3970 4.1110 -1.5175
C 4.7562 4.3070 -1.6834
C 5.6021 3.2147 -1.8500
C 5.0903 1.9267 -1.8504
C 3.7268 1.7235 -1.6762
C 0.3419 3.2861 -2.7314
C -0.8310 4.0318 -2.6838
C -1.3800 4.5366 -3.8530
C -0.7731 4.2863 -5.0742
C 0.3936 3.5354 -5.1288
C 0.9527 3.0411 -3.9628
H -0.1280 4.0729 -0.0733
H -1.5740 4.4096 1.3641
H -2.8777 5.3240 3.2189
H -2.5485 4.4740 5.5150
H -0.8873 2.6961 5.9492
H 0.4655 1.7935 4.1028
H 2.1142 0.1817 2.4065
H 4.4571 0.0040 3.1709
H 5.9243 1.9941 3.0946
H 5.0380 4.1561 2.2982
H 2.6948 4.3308 1.5374
H 2.7353 4.9590 -1.3847
H 5.1614 5.3103 -1.6873
H 6.6644 3.3737 -1.9810
H 5.7520 1.0810 -1.9872
H 3.3099 0.7232 -1.6588
H -1.3494 4.2135 -1.7513
H -2.2900 5.1198 -3.8068
H -1.2082 4.6769 -5.9844
H 0.8738 3.3429 -6.0788
H 1.8737 2.4721 -4.0115
C -1.5747 -2.5912 -2.1684
C -1.6637 -2.5361 -0.6510
C -0.4461 -3.1889 -0.0290
C -2.9291 -3.2074 -0.1341
O -1.6235 -1.1329 -0.2384
Si -2.9370 -0.0953 -0.2479
S -2.0205 1.7787 -0.3743
O -3.8839 -0.3450 1.0532
C -3.7093 -0.1316 2.4634
C -2.2787 -0.4596 2.8781
C -4.0487 1.3158 2.7832
C -4.6876 -1.0765 3.1462
O -3.8316 -0.4893 -1.5385
C -5.1200 -0.0230 -1.9954
C -5.0333 0.0213 -3.5126
C -5.4271 1.3606 -1.4368
C -6.1556 -1.0365 -1.5294
H -1.4557 -3.6248 -2.4977
H -0.7074 -2.0220 -2.5115
H -2.4694 -2.1727 -2.6253
H -0.4321 -4.2569 -0.2491
H -0.4724 -3.0639 1.0575
H 0.4564 -2.7428 -0.4387
H -2.9307 -4.2527 -0.4472
H -3.8245 -2.7342 -0.5317
H -2.9687 -3.1764 0.9556
H -1.5683 0.1938 2.3641
H -2.0397 -1.4963 2.6341
H -2.1592 -0.3172 3.9536
H -3.3527 1.9937 2.2888
H -3.9998 1.4888 3.8596
H -5.0601 1.5435 2.4429
H -4.4623 -2.1108 2.8825
H -5.7064 -0.8533 2.8286
H -4.6307 -0.9717 4.2305
H -4.2725 0.7373 -3.8266
H -5.9916 0.3173 -3.9416
H -4.7694 -0.9622 -3.9031
H -4.6753 2.0829 -1.7595
H -5.4586 1.3421 -0.3459
H -6.4007 1.6952 -1.7971
H -5.9288 -2.0229 -1.9372
H -7.1534 -0.7482 -1.8632
H -6.1559 -1.0979 -0.4400
C 4.2351 -1.6369 -0.1214
C 2.7732 -1.5438 0.2117
N 2.3486 -2.2533 1.2700
O 2.0252 -0.8188 -0.4519
H 4.7057 -2.5290 0.2870
H 4.7300 -0.7554 0.2934
H 4.3549 -1.6213 -1.2020
H 2.9660 -2.8816 1.7526
H 1.3668 -2.2774 1.4883
```

Computed properties:
**Lowest unoccupied orbital energy (alpha / beta)**: -2.025 / -3.931 eV
**HOMO level (alpha / beta)**: -10.03 / -10.62 eV
**Multiplicity**: 3
**Net charge**: +1
**Gap between HOMO and LUMO (alpha / beta)**: 8.00 / 6.69 eV

Results of the Mulliken charge analysis, in e, for atoms 1 through 6: atom 1 (Pd): 0.43, atom 2 (N): -0.06, atom 3 (P): 0.21, atom 4 (C): 0.95, atom 5 (C): -0.45, atom 6 (C): -0.78

=====

(3)
Formula: C38H54BrF6KN6O7S6SbSi3
Source: the OMol25 dataset
Level of theory: the ωB97M-V functional and the def2-TZVPD basis

Structure (XYZ):
```
123
C38H54BrF6KN6O7S6SbSi3 the ωB97M-V functional and the def2-TZVPD basis
K -0.8488 -0.7681 1.1091
C 3.2759 -2.7927 -0.3912
C 2.6858 -4.0110 0.3322
S 1.2280 -3.6358 1.3496
C 0.0658 -4.9007 0.7916
C -0.3120 -4.8929 -0.6876
S -0.9354 -3.3008 -1.2926
C 0.0564 -3.0548 -2.7869
C 1.5735 -2.9869 -2.6168
S 2.1395 -1.7936 -1.3714
H 4.1190 -3.1236 -1.0025
H 3.6817 -2.0845 0.3357
H 3.4641 -4.4417 0.9650
H 2.4162 -4.7852 -0.3864
H -0.8154 -4.7435 1.4138
H 0.4540 -5.8895 1.0455
H -1.0740 -5.6594 -0.8419
H 0.5389 -5.1818 -1.3043
H -0.3224 -2.1231 -3.2079
H -0.1684 -3.8338 -3.5176
H 2.0062 -2.7414 -3.5876
H 1.9650 -3.9672 -2.3406
F 0.3121 -0.5190 6.5104
C -0.8128 0.0403 6.0737
F -0.6299 1.3607 6.0014
F -1.7967 -0.2107 6.9377
S -1.2539 -0.5697 4.3928
O -0.1102 -0.2069 3.5959
O -2.4940 0.0685 4.0618
N -1.3444 -2.1076 4.6827
S -2.0199 -3.0983 3.6692
O -1.5823 -4.4343 3.9048
O -2.0320 -2.5992 2.3168
C -3.8094 -3.1188 4.1525
F -3.9313 -3.1793 5.4792
F -4.4395 -2.0289 3.7163
F -4.3983 -4.1913 3.6184
Br -7.4424 -5.7313 0.7368
C -6.4337 -4.1255 0.6856
C -7.0570 -2.9255 0.9721
C -6.3206 -1.7510 0.9437
C -4.9610 -1.7811 0.6408
C -4.3673 -2.9953 0.3026
C -5.0937 -4.1715 0.3383
N -4.1443 -0.6317 0.5976
C -4.4076 0.3396 1.3651
C -3.6613 1.6057 1.2693
C -4.3127 2.8025 1.5439
C -3.6401 3.9908 1.2982
C -2.3398 3.9332 0.8270
C -1.7493 2.6875 0.6540
N -2.3961 1.5482 0.8540
H -8.1122 -2.9058 1.2080
H -6.8242 -0.8131 1.1401
H -3.3238 -2.9984 0.0209
H -4.6240 -5.1148 0.0959
H -5.2254 0.3171 2.0925
H -5.3301 2.7932 1.9129
H -4.1240 4.9437 1.4680
H -1.7747 4.8320 0.6184
H -0.7161 2.6045 0.3283
C 3.2405 4.3432 3.1433
Si 2.1131 2.8246 3.0982
C 2.5155 1.6894 4.5433
C 0.3530 3.4567 3.2325
Sb 2.4227 1.4290 0.9617
Si 2.9163 3.1364 -0.8906
C 1.3369 4.0977 -1.2505
C 4.2929 4.3552 -0.4418
C 3.4972 2.2626 -2.4537
Si 4.7803 0.5766 1.4256
C 4.5863 -0.9323 2.5522
C 5.9440 1.7673 2.3225
C 5.5968 0.1313 -0.2140
H 3.1670 4.8259 4.1236
H 2.9227 5.0754 2.3973
H 4.2889 4.1051 2.9665
H 2.1962 2.1493 5.4836
H 3.5914 1.5166 4.6097
H 2.0107 0.7240 4.4511
H 0.2175 3.9614 4.1944
H -0.3953 2.6666 3.1598
H 0.1629 4.1942 2.4471
H 0.8930 4.5453 -0.3573
H 0.5905 3.4541 -1.7254
H 1.5641 4.9066 -1.9514
H 4.0418 5.0337 0.3727
H 4.5152 4.9673 -1.3227
H 5.2124 3.8244 -0.1811
H 2.9755 1.3264 -2.6665
H 4.5630 2.0332 -2.3866
H 3.3592 2.9216 -3.3155
H 4.5807 -0.5881 3.5897
H 5.4207 -1.6318 2.4457
H 3.6567 -1.4810 2.3907
H 5.6039 1.9916 3.3349
H 6.0946 2.7101 1.7945
H 6.9233 1.2837 2.4112
H 4.9033 -0.2382 -0.9746
H 6.3661 -0.6304 -0.0559
H 6.0960 1.0185 -0.6141
O 1.7194 -0.3571 -7.9677
S 0.8388 0.3149 -8.9047
O 1.2742 1.6428 -9.3055
O 0.3277 -0.5196 -9.9754
C -0.6551 0.6938 -7.9160
N -1.7497 1.0832 -8.5725
C -2.8102 1.3679 -7.8357
C -2.8179 1.2727 -6.4491
C -1.6285 0.8682 -5.8626
N -0.5564 0.5896 -6.5993
C -1.4426 0.7134 -4.4011
C -0.1524 0.6403 -3.8877
C 0.0142 0.4371 -2.5316
N -0.9848 0.3039 -1.6577
C -2.2223 0.4020 -2.1512
C -2.4963 0.6006 -3.4963
H -3.6990 1.6919 -8.3694
H -3.7016 1.5188 -5.8771
H 0.6990 0.7126 -4.5519
H 1.0153 0.3725 -2.1128
H -3.0302 0.2728 -1.4405
H -3.5287 0.6279 -3.8191
```

Computed properties:
**Lowest unoccupied orbital energy**: 1.162 eV
**HOMO level**: -5.53 eV
**Net charge**: -1
**Gap between HOMO and LUMO**: 6.69 eV

Results of the Mulliken charge analysis, in e, for atoms 1 through 6: atom 1 (K): 1.07, atom 2 (C): 0.35, atom 3 (C): -1.25, atom 4 (S): 0.21, atom 5 (C): -0.40, atom 6 (C): -1.31

=====

(4)
Formula: C38H54FN3O8SiZr
Source: the OMol25 dataset
Level of theory: the ωB97M-V functional and the def2-TZVPD basis

Structure (XYZ):
```
106
C38H54FN3O8SiZr the ωB97M-V functional and the def2-TZVPD basis
Zr 0.2164 -0.0465 -0.2484
C 2.2479 -1.2533 4.3611
C 2.0202 -1.4741 2.8619
C 1.6722 -2.9425 2.6114
C 3.2302 -1.0367 2.0544
C 4.4220 -1.7225 2.2593
C 5.5890 -1.3313 1.6315
C 5.5674 -0.2145 0.8194
C 4.3973 0.5034 0.5728
C 4.5920 1.7070 -0.3472
C 4.6791 1.2443 -1.8047
C 3.6521 2.8990 -0.1970
C 3.1987 0.0511 1.1565
N 1.9515 0.7183 0.9005
C 1.6489 1.7072 1.8222
C 2.3695 2.0640 2.9692
C 1.9149 3.0793 3.8008
C 0.7473 3.7799 3.5330
C 0.0130 3.4631 2.3937
C 0.5040 2.4585 1.6118
F -0.1810 2.0949 0.4397
H 1.3431 -1.5062 4.9161
H 2.4973 -0.2151 4.5785
H 3.0598 -1.8836 4.7308
H 1.1743 -0.8521 2.5756
H 2.4852 -3.5967 2.9321
H 1.4873 -3.1495 1.5558
H 0.7826 -3.2245 3.1778
H 4.4369 -2.5677 2.9363
H 6.5123 -1.8711 1.7984
H 6.4887 0.1292 0.3616
H 5.5864 2.0835 -0.0865
H 3.7423 0.7846 -2.1105
H 5.4707 0.5046 -1.9346
H 4.8872 2.0874 -2.4677
H 2.6426 2.6809 -0.5376
H 4.0387 3.7280 -0.7945
H 3.5889 3.2366 0.8371
H 3.2918 1.5467 3.1966
H 2.4921 3.3254 4.6828
H 0.4047 4.5598 4.1978
H -0.9039 3.9695 2.1265
O -1.7379 -1.1640 3.2489
C -1.3655 -1.3056 2.1135
O -0.8247 -0.3220 1.4105
C -1.4975 -2.6272 1.4047
C -2.2344 -3.6017 2.0563
C -2.4003 -4.8434 1.4753
C -1.8419 -5.1506 0.2532
C -1.0780 -4.1880 -0.3734
C -0.8893 -2.9024 0.1618
O -0.2102 -1.9852 -0.4961
N -0.4893 -4.5591 -1.6647
O 0.6182 -4.1313 -1.9277
O -1.1205 -5.3247 -2.3622
N -3.1947 -5.8683 2.1685
O -3.6725 -5.5737 3.2433
O -3.3126 -6.9473 1.6244
H -2.6741 -3.3719 3.0161
H -1.9902 -6.1172 -0.2035
C 1.2529 1.8184 -2.8692
C 1.4917 0.3550 -3.1722
O 1.7541 -0.4156 -1.9701
C 2.4262 -1.6648 -2.3185
C 3.0023 -2.3404 -1.1052
H 0.6495 2.2599 -3.6621
H 2.1868 2.3698 -2.7844
H 0.6923 1.9839 -1.9455
H 2.3662 0.2492 -3.8163
H 0.6470 -0.1056 -3.6770
H 3.2258 -1.3935 -3.0110
H 1.7015 -2.2964 -2.8354
H 3.8130 -1.7606 -0.6671
H 3.3902 -3.3111 -1.4166
H 2.2394 -2.5345 -0.3539
C -3.3351 0.1868 -0.3136
Si -2.1710 0.7324 -1.7264
C -2.6941 2.5751 -2.1113
C -2.5112 2.9382 -3.5896
C -1.8976 3.5918 -1.2874
C -4.1743 2.7937 -1.7601
C -2.6806 -0.4351 -3.2124
C -4.2035 -0.4181 -3.4157
C -2.0527 -0.1211 -4.5775
C -2.2850 -1.8737 -2.8509
H -4.3853 0.2980 -0.5889
H -3.1614 0.7802 0.5870
H -3.1768 -0.8594 -0.0404
H -1.5064 2.7207 -3.9606
H -2.6850 4.0115 -3.7253
H -3.2225 2.4142 -4.2274
H -0.8273 3.5570 -1.4993
H -2.0361 3.4425 -0.2158
H -2.2474 4.6026 -1.5260
H -4.8382 2.1020 -2.2784
H -4.4692 3.8102 -2.0455
H -4.3561 2.6885 -0.6898
H -4.5640 0.5633 -3.7264
H -4.7472 -0.7122 -2.5171
H -4.4747 -1.1275 -4.2063
H -2.5111 0.7417 -5.0566
H -2.1974 -0.9759 -5.2473
H -0.9823 0.0710 -4.5317
H -2.6832 -2.1798 -1.8803
H -1.2006 -2.0044 -2.8269
H -2.6850 -2.5642 -3.6014
```

Computed properties:
**Lowest unoccupied orbital energy**: -0.733 eV
**HOMO level**: -7.75 eV
**Gap between HOMO and LUMO**: 7.02 eV

Results of the Mulliken charge analysis, in e, for atoms 1 through 6: atom 1 (Zr): -1.10, atom 2 (C): -1.68, atom 3 (C): 1.74, atom 4 (C): -1.57, atom 5 (C): 1.06, atom 6 (C): -0.64